Here is an isolated molecule of C5H8S2 in a non-equilibrium geometry from OMol25. Energies are from the ωB97M-V functional and the def2-TZVPD basis.

```
15
Properties=species:S:1:pos:R:3:forces:R:3
C -1.671 0.707 -0.145 -2.584 -0.156 -5.167
C -1.728 -0.698 0.316 4.875 1.651 2.461
S -0.199 -1.555 -0.332 -2.583 -3.418 -0.400
C 1.267 -0.681 -0.369 -2.576 -4.019 -5.871
C 1.822 -0.001 0.603 2.282 2.024 8.987
C 1.229 0.801 -0.412 -0.912 -1.001 -0.084
S -0.174 1.700 -0.176 -2.004 2.540 1.458
H -2.517 1.209 0.352 0.797 0.643 -0.142
H -1.970 0.669 -1.326 0.304 0.157 2.619
H -1.496 -0.517 1.412 -1.056 -1.343 -0.708
H -2.539 -1.305 0.013 -0.807 -0.405 -0.030
H 1.929 -1.265 -1.066 -0.806 0.851 0.415
H 1.431 -0.074 1.662 0.012 0.531 -1.319
H 2.834 -0.105 0.652 2.924 0.254 0.114
H 1.782 1.117 -1.185 2.134 1.691 -2.332
```
Forces are in eV/Å.

Summary:
* energy relative to the best compared isomer or geometry (same formula, charge and spin): 349.9 kJ/mol
* DFT total energy: -26981.5309 eV
* Kohn-Sham gap: 9.035 eV
* structure (SMILES): C1CS[C@@H]2C[C@@H]2S1

Löwdin atomic charge list, values in e, 6 entries: C -0.601; C -0.480; S 0.901; C -0.699; C -0.252; C -0.615